1 | DFT (ωB97M-V with the def2-TZVPD basis set) results for the ion C8H8N3O with charge +1.

```
! RIJCOSX wB97M-V def2-TZVPD def2/J DEFGRID3
* xyz 1 1
C 1.2657 1.8082 -0.2513
C 0.2142 2.6774 0.1885
C 1.0537 0.5037 -0.5886
C -1.0025 2.1916 0.4073
C -0.2135 -0.1270 -0.1333
C -1.3101 0.7401 0.0804
C 0.2560 -1.2497 0.2924
C 0.9463 -2.4705 0.6100
N -4.1368 -1.2440 -0.4150
N -2.5676 0.4070 0.0581
N -3.0343 -0.9136 -0.6908
O -3.6036 0.9833 0.4289
H 2.2604 2.2380 -0.5064
H 0.5067 3.5955 0.5298
H 1.7957 0.1214 -1.3054
H -1.7173 2.8765 0.6652
H 1.7433 -2.3830 1.3612
H 1.1264 -3.0059 -0.3176
H 0.0256 -3.0216 0.9026
H -4.7070 -0.7696 0.2135
*
```

The orbital gap (alpha / beta) comes out at 6.6 / 6.5 eV. The value obtained for the lowest unoccupied orbital energy (alpha / beta) is -5.988 / -5.996 eV. Its HOMO energy (alpha / beta) is -12.54 / -12.54 eV.

---

2 | DFT (ωB97M-V with the def2-TZVPD basis set) results for the ion C8H8N3O with charge +1.

```
! RIJCOSX wB97M-V def2-TZVPD def2/J DEFGRID3
* xyz 1 1
C -2.9975 1.1515 -0.0161
C -1.7566 0.4328 0.1114
C -1.5063 -0.8643 0.0915
N -0.1533 -1.0246 0.0773
C 0.6049 -2.1496 0.0903
C 2.0208 -2.0694 0.1211
N 2.7229 -0.9413 0.0407
C 2.1485 0.1453 0.0612
C 2.7467 1.5524 -0.0145
O 2.1170 2.5719 -0.0978
C 0.4228 0.1632 0.1306
N -0.5665 1.0822 0.1625
H -2.8768 1.7287 -1.0760
H -3.9733 0.4829 -0.1205
H -3.1230 2.0129 0.8006
H -2.0706 -1.7681 0.0459
H 0.1933 -3.1632 -0.2374
H 2.7267 -2.8535 0.0404
H 3.8021 1.4963 -0.1407
H -0.4818 2.0139 -0.0706
*
```

The orbital gap comes out at 8.9 eV. The SMILES is Cc1cn2ccnc(C=O)c2[nH+]1. The value obtained for the lowest unoccupied orbital energy is -4.956 eV. Its HOMO energy is -13.83 eV.

---

2 comes first in stability; the runner-up is 646.3 kJ/mol higher.

---

1 | DFT (ωB97M-V with the def2-TZVPD basis set) results for a cluster of 14 separate species, C42H42F14O42 in total.

```
! RIJCOSX wB97M-V def2-TZVPD def2/J DEFGRID3
* xyz 0 1
C -1.5143 -18.3632 -13.3656
C -2.4229 -17.8810 -12.3305
O -2.8433 -19.0494 -11.6312
C -2.5775 -20.1725 -12.4497
O -2.9347 -21.2697 -12.0914
O -1.8645 -19.7964 -13.5236
F -3.5715 -17.3875 -12.8794
H -0.4600 -18.3695 -13.0689
H -1.6614 -17.9298 -14.3521
H -2.0348 -17.2430 -11.5455
C -9.2717 -19.8435 -5.7038
C -8.7976 -21.0631 -6.2623
O -9.9408 -21.6150 -6.7788
C -11.0404 -21.0157 -6.3959
O -12.1176 -21.3510 -6.7601
O -10.6954 -19.9928 -5.6335
F -8.3826 -21.9491 -5.3220
H -9.0950 -19.0193 -6.3836
H -8.9730 -19.5615 -4.7089
H -8.0608 -21.0373 -7.0649
C -5.1951 -18.4890 -3.6192
C -6.0853 -17.6145 -2.7358
O -5.1542 -17.0656 -1.7672
C -3.8655 -17.2792 -2.2286
O -2.8936 -16.8024 -1.6930
O -3.8952 -17.9142 -3.3942
F -7.0260 -18.4108 -2.1751
H -5.3667 -18.4086 -4.6878
H -5.3555 -19.5169 -3.2700
H -6.6226 -16.7550 -3.1466
C -7.0317 -16.5729 -9.2050
C -6.2693 -17.7953 -8.9331
O -6.7201 -18.0677 -7.6604
C -7.2340 -16.9566 -7.0659
O -7.4677 -16.9350 -5.9053
O -7.3300 -15.9825 -7.9443
F -4.9271 -17.6447 -8.7893
H -7.9699 -16.9291 -9.6464
H -6.5890 -15.7996 -9.8092
H -6.4281 -18.6705 -9.5431
C -5.0216 -27.5885 -12.9387
C -4.4971 -26.4472 -13.7904
O -3.6953 -25.6958 -12.9275
C -3.9175 -26.0621 -11.6467
O -3.3972 -25.5052 -10.7356
O -4.7633 -27.0756 -11.6229
F -5.5197 -25.6203 -14.1836
H -4.4284 -28.5025 -13.0016
H -6.0783 -27.7963 -13.1195
H -3.9451 -26.6953 -14.6835
C -0.8868 -24.0111 -11.3721
C 0.3138 -23.4627 -10.6749
O 0.5900 -22.3688 -11.5204
C 0.1386 -22.5796 -12.7641
O 0.5173 -21.9836 -13.7148
O -0.6730 -23.6225 -12.7332
F 1.3584 -24.3480 -10.5562
H -1.7865 -23.4731 -11.0360
H -1.0496 -25.0841 -11.3605
H 0.0605 -23.0199 -9.7136
C -12.1448 -23.8204 -8.6123
C -12.4821 -22.9215 -9.7397
O -12.2854 -23.7159 -10.8944
C -11.4953 -24.8295 -10.5745
O -11.1228 -25.6297 -11.3870
O -11.4173 -24.9121 -9.2487
F -11.5850 -21.8636 -9.9502
H -13.0737 -24.2035 -8.1868
H -11.5024 -23.4265 -7.8328
H -13.4907 -22.5267 -9.8786
C -0.0794 -20.0891 -9.1561
C -0.7299 -18.8713 -8.5968
O -0.3433 -18.8581 -7.2302
C -0.1113 -20.1282 -6.8702
O 0.0179 -20.4898 -5.7603
O 0.0032 -20.8751 -7.9972
F -2.1085 -18.8434 -8.6422
H 0.9253 -19.7832 -9.4300
H -0.5877 -20.5937 -9.9592
H -0.4010 -17.9186 -8.9985
C -6.7262 -23.2085 -13.1546
C -6.1936 -22.1279 -13.9879
O -6.0700 -21.0998 -13.0204
C -6.9349 -21.2832 -12.0057
O -7.1570 -20.5245 -11.1076
O -7.3992 -22.5001 -12.1327
F -6.9875 -21.7748 -15.0076
H -5.9717 -23.7805 -12.6352
H -7.4765 -23.8697 -13.5526
H -5.1626 -22.3059 -14.2857
C -3.7096 -25.5421 -7.6829
C -2.2537 -26.0442 -7.9104
O -2.2119 -27.2329 -7.1707
C -3.4851 -27.6675 -6.8998
O -3.7141 -28.7565 -6.5139
O -4.3672 -26.7491 -7.3100
F -1.1269 -25.2518 -7.5200
H -4.1360 -25.2172 -8.6280
H -3.7263 -24.7705 -6.8992
H -2.0773 -26.3138 -8.9509
C -1.0622 -23.1670 -3.3801
C -1.0652 -23.8552 -4.6807
O -2.0405 -23.0794 -5.3858
C -2.8799 -22.4827 -4.4501
O -3.9049 -21.9218 -4.7551
O -2.3645 -22.4949 -3.2887
F -1.5174 -25.1140 -4.5621
H -0.2919 -22.4052 -3.4901
H -0.9267 -23.8016 -2.5213
H -0.0926 -23.8154 -5.1714
C -9.4410 -25.0068 -6.6673
C -8.4136 -25.2307 -5.6012
O -8.9907 -24.6464 -4.4743
C -10.3104 -24.4632 -4.6735
O -11.1112 -24.0830 -3.8944
O -10.6147 -24.6606 -5.9335
F -7.2152 -24.5850 -5.8983
H -9.7067 -25.9029 -7.2230
H -9.1514 -24.1772 -7.3272
H -8.1483 -26.2836 -5.4713
C -4.8917 -21.1992 -7.9553
C -4.2125 -21.6130 -9.2207
O -4.9407 -22.7672 -9.6173
C -6.1025 -22.8904 -8.8659
O -6.9434 -23.7199 -9.0588
O -6.1528 -21.8960 -7.9947
F -2.8779 -22.0077 -9.1028
H -5.0881 -20.1294 -8.0171
H -4.4216 -21.4721 -7.0074
H -4.2372 -20.9397 -10.0994
C -7.3752 -27.2441 -9.6117
C -7.5366 -28.7001 -9.7022
O -7.0883 -29.1770 -8.5061
C -7.2350 -28.1774 -7.5615
O -7.1417 -28.3037 -6.4002
O -7.5187 -26.9856 -8.2037
F -6.7233 -29.2755 -10.6908
H -8.2253 -26.7921 -10.1404
H -6.4224 -26.9630 -10.0771
H -8.5484 -29.0550 -9.9337
*
```

The orbital gap comes out at 10.6 eV. The value obtained for the lowest unoccupied orbital energy is -0.245 eV. Its HOMO energy is -10.88 eV.

---

2 | DFT (ωB97M-V with the def2-TZVPD basis set) results for a cluster of 14 separate species, C42H42F14O42 in total.

```
! RIJCOSX wB97M-V def2-TZVPD def2/J DEFGRID3
* xyz 0 1
C -9.2324 5.4165 0.1038
C -8.0524 6.2668 -0.0217
O -8.5193 7.4851 0.5378
C -9.3798 7.1679 1.4423
O -9.9113 7.9753 2.1886
O -9.6620 5.8843 1.3989
F -7.7940 6.3476 -1.3332
H -8.8826 4.3854 0.0538
H -9.9847 5.6125 -0.6603
H -7.1426 5.8372 0.3975
C 2.5617 -8.1271 -2.9340
C 2.4362 -6.6699 -3.0234
O 1.1860 -6.5601 -3.8639
C 1.1509 -7.6504 -4.7245
O 0.4019 -7.7369 -5.7119
O 1.8905 -8.6617 -4.1146
F 3.4468 -6.3471 -3.7438
H 2.0358 -8.6657 -2.1458
H 3.5979 -8.4633 -2.9707
H 2.3975 -6.2709 -2.0098
C -6.2820 0.5518 -6.0021
C -5.0338 -0.3329 -6.3690
O -5.7398 -1.4936 -6.7594
C -6.8936 -1.5335 -6.1172
O -7.5864 -2.5710 -6.0566
O -7.0878 -0.3530 -5.4097
F -4.3228 -0.6180 -5.2874
H -6.7934 0.8152 -6.9280
H -6.1907 1.3554 -5.2714
H -4.3799 0.1145 -7.1175
C 6.3911 5.5486 1.5322
C 6.2617 4.3932 0.5819
O 6.0466 5.0624 -0.6455
C 6.3026 6.3287 -0.5066
O 6.2128 7.1378 -1.4285
O 6.3195 6.6639 0.7270
F 5.2030 3.6567 0.8279
H 7.2237 5.4225 2.2243
H 5.5490 5.5776 2.2237
H 7.0849 3.6825 0.5087
C 5.0061 -8.7674 3.7191
C 6.0145 -7.8334 4.3109
O 5.3988 -6.6129 4.1390
C 4.3235 -6.7340 3.3402
O 3.6664 -5.7287 2.9310
O 4.1939 -8.0474 2.9394
F 7.2128 -7.9673 3.7700
H 4.5211 -9.2355 4.5757
H 5.5694 -9.5723 3.2469
H 6.2331 -8.1773 5.3218
C -3.3513 -4.7635 5.6047
C -2.6921 -3.3810 5.4715
O -3.5075 -2.7241 6.4437
C -3.6383 -3.5460 7.4808
O -3.9391 -3.1636 8.5688
O -3.6029 -4.8580 7.0325
F -2.7717 -2.7330 4.3544
H -3.0033 -5.6440 5.0646
H -4.3527 -4.6585 5.1873
H -1.6418 -3.3095 5.7543
C -4.3535 -5.3560 -2.8988
C -5.2400 -4.8945 -1.7319
O -4.6654 -5.5952 -0.6523
C -3.8881 -6.5576 -1.0926
O -3.1996 -7.2676 -0.4419
O -3.8542 -6.5781 -2.4402
F -6.5183 -5.3142 -1.8509
H -3.6462 -4.5714 -3.1674
H -5.0104 -5.5555 -3.7455
H -5.2498 -3.8371 -1.4676
C 1.0121 7.3659 4.1717
C 0.3046 7.2911 5.5239
O -0.2447 6.0368 5.5825
C 0.3953 5.2528 4.7334
O 0.2115 4.0594 4.6884
O 1.2420 5.9869 3.9766
F -0.5675 8.2879 5.6278
H 1.9910 7.8318 4.0583
H 0.2403 7.7935 3.5317
H 1.0355 7.3542 6.3301
C 6.5769 -1.0186 6.2736
C 6.2357 -0.5732 4.8535
O 7.2344 0.4197 4.5741
C 7.8601 0.8136 5.6540
O 8.6174 1.8014 5.7224
O 7.3748 0.1170 6.7003
F 5.0276 -0.0457 4.9615
H 7.2072 -1.9038 6.1879
H 5.7749 -1.1310 7.0032
H 6.2763 -1.3848 4.1270
C -6.8603 0.6740 3.6438
C -6.1945 1.6528 4.5610
O -6.7860 1.1396 5.8055
C -8.0570 0.7302 5.5368
O -8.8389 0.3825 6.4510
O -8.2041 0.6695 4.1822
F -6.5843 2.9310 4.3249
H -6.4758 -0.3202 3.8713
H -6.8575 0.9290 2.5841
H -5.1056 1.6699 4.6075
C 1.5220 -0.3908 -9.0371
C 0.7254 -1.5021 -8.3483
O 0.4273 -1.0604 -7.0555
C 1.1860 0.0952 -6.8528
O 1.3156 0.6423 -5.7836
O 1.9127 0.3855 -7.9264
F 1.6081 -2.5118 -8.2003
H 0.9428 0.1841 -9.7597
H 2.3619 -0.8162 -9.5864
H -0.1044 -1.9056 -8.9285
C 0.3951 -0.0854 0.1733
C -0.4132 -1.0667 -0.6487
O -1.7189 -0.5473 -0.4110
C -1.5882 0.8154 -0.2552
O -2.4871 1.6166 -0.3385
O -0.3228 1.1436 -0.0172
F -0.3104 -2.2433 -0.0744
H 1.3878 -0.0298 -0.2734
H 0.4951 -0.3007 1.2372
H -0.0355 -1.1639 -1.6666
C 0.8235 7.0413 -1.6676
C 1.0348 6.7257 -3.1699
O 1.4720 7.9651 -3.6823
C 1.2991 8.9248 -2.7250
O 1.4444 10.1297 -2.8848
O 0.9230 8.4124 -1.5995
F -0.1359 6.3675 -3.8020
H 1.6382 6.5593 -1.1272
H -0.0997 6.5779 -1.3199
H 1.7995 5.9789 -3.3834
C 6.6807 0.3936 -3.8652
C 7.8237 -0.5695 -3.8628
O 7.5319 -1.5193 -2.7872
C 6.3072 -1.2750 -2.3155
O 5.6746 -1.8977 -1.5043
O 5.7810 -0.1970 -2.9543
F 9.0508 -0.0661 -3.5895
H 6.2345 0.4609 -4.8574
H 6.9836 1.3962 -3.5634
H 7.7499 -1.1299 -4.7948
*
```

The orbital gap comes out at 10.6 eV. The value obtained for the lowest unoccupied orbital energy is -0.361 eV. Its HOMO energy is -10.95 eV.

---

1 comes first in stability; the runner-up is 739.5 kJ/mol higher.